16
Properties=species:S:1:pos:R:3:mulliken_charge:R:1 method="wB97M-V/def2-TZVPD" homo_ev="1.53 / -7.22" max_force_ev_per_a=5.069 spin_multiplicity=2 charge=-1 homo_lumo_gap_ev="2.839 / 11.816"
C -0.41 -1.40 1.11 -1.252
H 1.52 2.26 0.35 1.184
C 0.10 2.28 -1.25 -2.153
H 0.83 3.08 -1.54 0.460
H -1.39 -2.56 -0.33 0.935
H 1.03 0.62 -0.15 -0.045
H -0.14 1.47 0.61 0.224
H 0.39 -2.37 -0.79 0.455
H -0.72 2.98 -0.96 0.600
H 0.56 -1.40 1.48 0.617
H -0.15 -3.42 0.59 0.450
H -1.08 -1.69 2.05 0.553
C -0.45 -2.55 0.15 -2.258
H 0.00 1.48 -2.11 0.713
C 0.70 1.70 0.02 -1.472
H -0.79 -0.49 0.77 -0.010

=====

77
Properties=species:S:1:pos:R:3:mulliken_charge:R:1 method="wB97M-V/def2-TZVPD" homo_ev="-6.55 / -7.87" max_force_ev_per_a=5.798 spin_multiplicity=3 homo_lumo_gap_ev="7.109 / 7.431"
H -0.24 -3.51 -2.21 0.268
H 0.44 1.75 1.09 -0.547
H 3.28 -1.40 1.20 0.165
H 2.52 -2.91 -3.06 0.427
H 2.07 1.61 -3.52 0.597
H 0.51 -2.71 -3.63 0.567
H -3.67 -3.72 -3.23 0.362
H -2.69 -0.44 3.34 0.404
H -4.45 -0.55 -0.67 0.529
H -1.09 -0.83 4.92 0.456
C -3.19 0.42 -2.13 -0.122
H 4.90 1.21 2.24 0.491
P 1.12 -1.50 -1.66 1.595
H 3.49 -2.05 -1.82 0.375
C 2.38 3.02 3.55 -1.464
C 1.11 -0.31 -3.15 -1.080
H -0.94 -1.97 -2.89 0.317
H -5.56 -0.31 -3.93 0.361
H -3.19 0.77 -4.22 0.382
C -2.57 -1.62 -0.66 0.946
H -0.16 3.01 4.26 0.294
C 2.55 -2.56 -2.02 -1.259
H 4.03 0.06 4.07 0.391
H 1.86 3.00 4.52 0.358
Si -0.49 0.75 3.15 0.163
C -3.54 0.15 -3.40 -0.986
H 2.46 -3.43 -1.35 0.420
H 2.80 3.21 -2.11 0.546
H 2.74 3.33 -0.34 0.299
H 2.58 -0.91 3.86 0.340
C -0.02 -2.54 -2.68 -1.528
Ni 1.31 -0.32 0.01 -0.393
H -2.86 0.96 2.28 0.391
H 4.19 2.55 1.31 0.338
C 0.82 0.91 1.74 0.596
H 1.91 3.79 2.91 0.335
H -1.49 -1.39 -0.75 -0.725
H -0.11 3.00 -0.67 0.508
H 0.29 -1.49 4.02 0.279
C -4.60 -0.84 -3.81 -0.660
C 2.86 2.64 -1.18 -1.630
H -2.68 1.38 -1.95 0.656
H -5.29 -1.60 -1.82 0.306
H 1.33 -0.79 -4.10 0.656
C -4.91 -1.97 -2.78 -0.823
H -1.39 2.04 5.09 0.299
C 0.14 2.38 -1.53 -1.180
H 0.54 -0.22 5.25 0.349
H -0.73 1.77 -1.77 -0.134
H -1.78 2.84 3.55 0.312
C 2.93 0.11 4.03 -1.312
H -4.32 -1.29 -4.78 0.337
C 2.09 0.77 -2.82 -1.200
H 4.04 0.86 0.74 0.067
H -2.76 -1.95 0.38 0.557
C -3.39 -0.35 -0.87 -0.585
H 0.37 3.03 -2.38 0.442
C -0.13 -0.57 4.46 -1.297
H -2.16 -3.63 -1.42 0.686
H -3.08 0.34 -0.08 -0.026
H 1.64 -1.70 1.91 0.026
C 4.03 1.51 1.63 -1.191
C -0.98 2.31 4.10 -1.098
C -2.82 -2.77 -1.59 -1.258
C 2.25 -1.75 1.00 -1.185
H 0.09 0.08 -3.18 0.237
H 3.12 0.38 -2.72 0.350
H -2.08 -0.54 1.67 -0.570
C -2.18 0.13 2.54 -0.563
H 2.32 -2.82 0.68 0.574
H 3.41 3.37 3.75 0.359
H 3.86 2.21 -1.14 0.427
H -5.73 -2.55 -3.24 0.396
H 2.60 0.41 5.03 0.356
C -3.76 -2.88 -2.54 -0.394
Si 2.44 1.34 2.66 0.907
P 1.60 1.33 -1.11 1.412

=====

79
Properties=species:S:1:pos:R:3:mulliken_charge:R:1 method="wB97M-V/def2-TZVPD" homo_ev=-4.61 max_force_ev_per_a=4.212 charge=-1 homo_lumo_gap_ev=7.062
H 1.55 2.16 6.32 0.439
H 2.40 1.64 -1.61 0.432
H -2.04 0.00 5.53 0.299
C 1.09 3.22 -1.68 -1.370
H -2.48 4.48 0.02 0.476
C -2.67 1.66 -5.03 -1.152
H 5.91 -0.40 3.39 0.199
C 4.52 1.07 2.39 -1.098
N -1.46 1.17 -2.93 0.477
C -1.96 3.71 0.51 -0.898
Br -6.29 -1.12 -3.91 -0.318
C 1.02 1.45 5.74 -0.895
H -2.21 1.51 3.05 0.175
C -0.35 2.37 -4.70 -0.971
Br -3.85 -1.14 1.16 -0.200
O -1.42 -0.03 -0.49 0.451
C 3.24 -3.59 2.83 -1.052
C -3.73 0.89 -4.55 -0.969
C 4.06 -1.30 2.51 0.900
C -4.80 -0.40 -2.75 -0.231
H -5.68 -1.30 -0.96 0.348
C -0.28 1.19 6.09 -0.364
H 0.35 1.65 -5.06 0.244
C 1.66 0.73 4.75 0.147
C -1.86 1.98 2.11 0.152
In -0.28 -1.09 1.05 0.553
H 0.17 2.89 -3.88 -0.089
H 2.11 -2.47 -3.12 0.560
C 0.88 1.47 -0.04 -0.837
C 1.52 2.03 -1.12 0.899
C -2.61 0.58 -2.48 -0.095
C -1.14 -2.52 -3.12 -0.878
C -1.59 1.69 -4.12 0.909
C -2.49 -0.01 -1.15 -1.353
H 1.26 -3.90 2.07 0.452
H 1.59 -1.24 -2.01 -0.099
H 0.64 -5.86 -1.90 0.252
C -0.73 3.27 -0.05 0.582
Se -0.91 -3.34 0.08 -0.605
H 2.71 0.95 4.49 0.194
H -3.40 3.56 2.11 0.252
S -1.10 -1.60 3.29 -0.286
H 5.22 1.83 2.62 0.369
C -0.95 0.22 5.33 -0.470
C 4.23 -2.63 2.98 -0.796
N -0.77 1.48 1.60 0.661
H 1.60 3.49 -2.60 0.598
H -0.98 -1.41 -3.08 -0.191
H 5.07 -2.95 3.62 0.298
C -0.06 3.83 -1.17 -0.955
H -1.03 -2.83 -4.12 0.641
H -0.81 1.83 6.87 0.300
C -3.65 -0.63 -0.67 0.899
H 3.21 2.30 1.15 0.460
C 2.08 -3.21 2.14 -0.356
N 1.04 -0.18 4.04 0.110
C 0.53 -4.98 -2.63 -1.285
C 1.74 -2.28 -2.14 -0.669
C -0.27 -0.40 4.33 0.248
H 1.49 -4.95 -3.13 0.391
H -2.71 2.18 -5.98 0.417
H -0.57 4.61 -1.60 0.527
H -0.21 -5.24 -3.39 0.346
C -0.21 2.16 0.56 0.057
C -2.48 3.11 1.60 -1.030
C 4.95 -0.17 2.78 -0.794
H -0.65 3.08 -5.49 0.442
H 2.52 -2.58 -1.35 0.121
Si 0.14 -3.27 -1.93 0.783
N 1.92 -2.04 1.63 0.590
H -2.10 -2.78 -2.74 0.264
C -3.72 0.32 -3.34 0.457
C 2.54 0.22 1.16 0.442
C 3.40 1.28 1.48 -0.672
C 2.87 -1.07 1.77 0.120
H 3.23 -4.61 3.10 0.487
H -4.51 0.83 -5.22 0.481
C -4.82 -0.80 -1.44 -0.680
N 1.36 0.22 0.44 0.757

=====

9
Properties=species:S:1:pos:R:3:mulliken_charge:R:1 method="wB97M-V/def2-TZVPD" homo_ev=-10.18 max_force_ev_per_a=2.206 smiles="C=C(Cl)C(F)F" homo_lumo_gap_ev=11.023
C 0.67 0.12 0.23 0.353
Cl -0.47 1.13 0.98 -0.168
F -0.82 -1.63 -0.18 -0.222
H 2.54 -0.53 -0.19 0.213
F -0.72 -0.01 -1.62 -0.264
H 2.45 0.78 1.29 0.255
C 1.98 0.12 0.49 -0.667
H 0.76 -1.31 -1.32 0.216
C 0.03 -0.80 -0.75 0.285

=====

9
Properties=species:S:1:pos:R:3:mulliken_charge:R:1 method="wB97M-V/def2-TZVPD" homo_ev=-10.92 max_force_ev_per_a=3.362 smiles=C[Si](O)(Cl)Cl homo_lumo_gap_ev=11.339
Si 0.76 -0.23 0.10 0.715
H -1.05 -0.59 -1.66 0.289
O 0.57 -0.21 1.71 -0.478
H -0.01 0.38 2.21 0.337
Cl 2.04 -1.64 -0.51 -0.193
C -0.97 -0.04 -0.67 -0.946
Cl 1.72 1.66 -0.35 -0.311
H -1.80 -0.27 0.15 0.268
H -1.26 0.95 -0.97 0.318

=====

9
Properties=species:S:1:pos:R:3:mulliken_charge:R:1 method="wB97M-V/def2-TZVPD" homo_ev=-9.86 max_force_ev_per_a=6.751 smiles="O=CC(=S)C(=O)O" homo_lumo_gap_ev=7.805
H 1.09 -1.77 -0.56 0.362
O 2.57 -0.50 0.31 -0.445
C 1.44 -0.83 -0.23 0.032
H -1.57 1.74 0.66 0.383
S 0.75 1.79 -0.07 -0.244
C -1.20 -0.15 -0.09 0.709
C 0.27 0.30 -0.17 0.224
O -1.31 -1.38 0.04 -0.519
O -2.05 0.81 0.11 -0.503

=====

78
Properties=species:S:1:pos:R:3:mulliken_charge:R:1 method="wB97M-V/def2-TZVPD" homo_ev=-9.96 max_force_ev_per_a=2.853 smiles="COC(=O)OC.COC(=O)OC.COC(=O)OC.COC(=O)OC.COC(=O)OC.CO.CO.CO" homo_lumo_gap_ev=10.363
O 1.68 0.76 2.60 -0.062
O -0.88 -2.03 -2.30 -0.142
O -2.72 2.10 -0.10 -0.204
H 2.63 -4.36 -4.52 0.265
O 5.22 1.37 -0.02 -0.311
C 1.42 2.09 3.06 -0.797
H -1.78 3.78 -0.57 0.399
H 5.65 2.70 3.88 0.236
C -1.84 -0.28 2.29 -0.397
H -2.52 -1.68 -1.00 0.204
H -1.51 -1.28 2.68 0.318
H -2.16 1.59 -3.83 0.330
O 1.19 -1.38 3.09 -0.165
C 5.59 1.06 1.20 0.902
H -4.32 -0.44 -5.86 0.203
C -1.47 2.75 -0.45 -0.281
H 6.29 3.16 -0.20 0.295
O 1.09 -1.70 -1.59 -0.295
H 2.89 -1.80 -0.91 0.296
H 1.87 -1.41 0.38 0.331
O -1.95 0.98 -4.57 -0.465
H -2.72 -3.02 -2.26 0.287
O -4.51 1.12 -0.84 -0.315
H 1.16 -3.34 3.67 0.245
H -5.89 -0.24 -1.55 0.223
H 1.81 2.19 4.05 0.432
H -4.60 0.34 -2.77 0.216
C 2.08 -1.19 -0.65 -0.721
O -1.34 1.46 5.31 -0.336
H 4.59 3.36 0.03 0.262
H -1.36 0.08 1.36 -0.024
C -2.32 -1.97 -2.04 -0.266
H 7.18 2.21 3.30 0.304
C 1.86 -4.45 -3.80 -0.550
H 5.93 0.91 3.57 0.340
H -5.64 -1.64 -6.29 0.266
H 5.04 2.66 -1.57 0.251
H -1.98 0.54 7.08 0.272
H -0.99 2.30 -1.29 0.122
H 1.76 -5.51 -3.71 0.283
C 6.14 1.93 3.26 -0.764
H -0.17 0.71 6.79 0.266
O -1.85 -0.76 4.93 -0.641
C -4.61 -1.50 -6.07 -0.530
O 0.75 -3.75 -4.37 -0.512
H -3.29 -2.04 -4.80 0.269
H -4.11 -1.86 -7.04 0.245
C -0.18 -1.24 -1.49 0.370
C -5.27 0.58 -1.94 -0.527
H -0.01 -2.28 4.64 0.297
H 0.38 2.29 3.06 0.222
H 0.08 1.21 -5.04 0.315
H -0.90 2.60 0.51 -0.088
H -2.94 -0.25 2.13 0.334
H -0.27 0.72 -3.40 0.003
O 5.57 -0.06 1.62 -0.549
O -0.59 -0.31 -0.88 -0.190
O 5.74 2.23 1.95 -0.328
C -1.60 0.38 4.53 0.674
C 0.97 -2.39 4.17 -0.786
H 2.03 2.66 2.35 0.157
C -0.62 0.59 -4.44 -0.319
H 0.33 -3.28 -3.64 0.405
H 1.67 -2.25 4.99 0.328
C -3.53 1.94 -1.14 0.882
C 1.44 -0.17 3.56 0.795
O -4.23 -2.26 -4.92 -0.479
H -1.16 2.06 7.25 0.283
H -2.82 -1.24 -2.68 -0.102
C -1.14 1.17 6.68 -0.676
H 2.24 -0.12 -0.74 0.267
H 2.18 -4.04 -2.86 0.149
O -1.42 0.72 3.25 -0.185
O 1.44 0.07 4.75 -0.655
C 5.28 2.74 -0.49 -0.616
H -0.59 -0.43 -4.83 0.168
H -6.04 1.39 -2.25 0.282
O -3.34 2.46 -2.23 -0.716

=====

Electronic energy for every record listed, in sequence, given in Eh: -159.465932 -3638.105776 -10166.932435 -776.007174 -1325.768215 -739.327433 -2065.292721.
Energy above the lowest of the compared OMol25 structures with the same formula, charge and spin for every record listed, in sequence, given in kJ/mol: 168.6 0.0 105.8 31.4 36.6 325.2 57.6.